Entry 1:
18
Properties=species:S:1:pos:R:3 method="wB97M-V/def2-TZVPD" multiplicity=1 gap_ev=8.4537
C 2.32307 0.50475 2.21937
C 0.98769 0.64828 1.58476
C 0.21731 -0.25053 0.92413
C -0.61806 -0.01743 -0.23506
C -0.84952 1.23729 -1.05484
C -1.00941 -1.15464 -0.88598
N -1.32580 -1.20607 -2.26796
H 2.85701 -0.42498 2.02778
H 2.24607 0.50378 3.30695
H 3.04096 1.24444 1.84142
H 0.49994 1.63759 1.60176
H 0.08996 -1.23144 1.44428
H -1.89112 1.36786 -1.30823
H -0.33522 1.20885 -2.03327
H -0.22689 2.08801 -0.57013
H -0.52526 -2.05162 -0.48246
H -2.00904 -0.57363 -2.64871
H -0.49912 -1.19956 -2.88328


Entry 2:
18
Properties=species:S:1:pos:R:3 method="wB97M-V/def2-TZVPD" multiplicity=1 gap_ev=10.3933
C -1.45879 -1.61818 1.37533
C -1.16141 -0.33744 1.18337
C -1.29624 1.00759 1.52597
C -0.67700 0.55586 0.15117
C 0.84031 0.76783 -0.00194
C 1.45984 -0.20018 -1.04701
N 0.76973 -0.22413 -2.36769
H -2.04273 -1.99354 2.18878
H -0.94036 -2.39299 0.67919
H -0.52654 1.27325 2.27732
H -2.15817 1.61141 1.51088
H -1.43227 0.69212 -0.65049
H 1.25894 0.45540 1.02899
H 1.18344 1.67623 -0.30494
H 2.58876 -0.00621 -1.14903
H 1.39430 -1.21223 -0.51823
H 1.38950 -0.82727 -3.09807
H 0.80870 0.77248 -2.78362


Entry 3:
18
Properties=species:S:1:pos:R:3 method="wB97M-V/def2-TZVPD" multiplicity=1 gap_ev=7.9246
C 2.26511 -0.41218 2.04151
C 1.67737 -0.28359 0.68596
C 0.31118 -0.28719 0.44852
N -0.47174 -1.35597 0.94253
C -0.20636 0.46094 -0.66167
C -1.33604 0.16715 -1.35640
C -2.16628 1.22102 -2.00900
H 1.82904 -1.08885 2.76519
H 3.32785 -0.61176 1.92666
H 2.21001 0.56474 2.54864
H 2.10367 0.45552 0.00544
H -1.29182 -1.59888 0.40591
H 0.14035 -2.14106 1.06644
H 0.41621 1.29285 -0.99257
H -1.57657 -0.88130 -1.43001
H -2.05691 1.34122 -3.10051
H -3.21988 1.00748 -1.80322
H -1.95520 2.14984 -1.48342


Respective ΔE to the lowest compared entry with this formula, charge and spin values: 2.933, 3.227, 2.333 eV.